ORCA calculation (wB97M-V/def2-TZVPD) on C38H39AlN2O5PS2 as an isolated structure in a non-equilibrium geometry.

Calculated values
- E_tot: -3337.13937 a.u.
- E_HOMO: -4.08 eV
- LUMO: 0.3 eV
- Total charge: -1
- Strongest force on any atom: 0.0692 hartree/bohr
- Orbital gap: 4.36 eV

Atoms and positions in Å:
C 1.64553 2.48187 -8.18270
C 2.01140 1.40028 -7.00189
Al 1.48617 2.00456 -5.10006
C -0.33632 1.31393 -4.45617
C -0.38331 1.50437 -2.79538
C 0.23533 2.99052 -2.44935
S -0.37697 3.67878 -0.77512
C 1.20810 4.15973 0.17798
S 1.80332 2.94386 1.26183
N 1.91722 5.49462 -0.00132
C 3.42195 5.36396 0.08776
C 4.05411 5.66896 1.57207
O 3.87033 7.07275 2.03056
C 2.64290 7.63916 1.39810
C 1.52668 6.48204 1.07626
P 3.08514 0.99853 -3.67369
N 4.57563 1.50059 -4.09424
H 1.61018 1.85672 -9.19841
H 0.64058 3.05988 -8.01943
H 2.53644 3.25542 -8.33889
H 1.63099 0.29503 -7.23243
H 3.20076 1.31582 -6.99389
H 1.55734 3.60378 -4.99380
H -1.26745 1.89709 -4.86499
H -0.47289 0.14116 -4.62066
H -1.49659 1.35589 -2.39106
H 0.24796 0.61509 -2.31055
H -0.13220 3.71812 -3.31925
H 1.42412 2.99614 -2.34578
H 3.83488 4.32155 -0.26332
H 3.88250 6.16161 -0.66833
H 3.57091 4.96820 2.37513
H 5.23171 5.48431 1.60182
H 3.02837 8.22194 0.43389
H 2.19750 8.38593 2.21370
H 1.28219 5.84942 2.05686
H 0.49673 6.99370 0.78020
H 2.77026 1.25922 -2.26525
H 2.89940 -0.42935 -3.85334
H 4.97555 1.94515 -3.23843
C -8.69714 -3.67037 -1.24174
C -8.06450 -4.72937 -0.59114
C -6.80363 -4.54565 -0.02131
C -6.16748 -3.30169 -0.11283
C -6.78942 -2.25002 -0.78463
C -8.06253 -2.43134 -1.34053
C -6.10659 -0.94826 -0.93032
O -6.65372 -0.02284 -1.51723
C -4.75227 -0.78080 -0.36651
C -4.06991 0.42934 -0.54756
C -2.79405 0.60076 -0.00615
C -2.20135 -0.42934 0.72356
C -2.87651 -1.63790 0.90070
C -4.15068 -1.81706 0.34599
C -4.84166 -3.11149 0.50841
O -4.31952 -4.01895 1.14564
H -9.68375 -3.81087 -1.67786
H -8.55371 -5.69865 -0.52521
H -6.31803 -5.37545 0.48959
H -8.56009 -1.61088 -1.85466
H -4.52688 1.23975 -1.11327
H -2.26385 1.53936 -0.15240
H -1.21051 -0.29351 1.15157
H -2.40545 -2.43935 1.46742
C 4.11688 -0.52407 3.88537
C 2.82007 -0.13417 3.55180
C 1.77884 -1.06275 3.59487
C 2.03724 -2.38924 3.96114
C 3.33795 -2.78469 4.27081
C 4.37860 -1.84712 4.24412
C 3.63044 -4.19226 4.61031
O 4.77217 -4.53972 4.88592
C 2.52942 -5.17602 4.60429
C 2.80235 -6.52472 4.86766
C 1.76483 -7.45948 4.87709
C 0.45417 -7.04991 4.63357
C 0.18017 -5.70795 4.36540
C 1.22171 -4.77096 4.34117
C 0.92667 -3.36030 4.02127
O -0.22432 -3.00032 3.80256
H 4.92680 0.20171 3.86073
H 2.61835 0.89407 3.25991
H 0.76807 -0.74997 3.33819
H 5.39430 -2.14548 4.49788
H 3.82245 -6.85225 5.06192
H 1.97972 -8.50708 5.07665
H -0.35522 -7.77662 4.64800
H -0.84485 -5.39642 4.17138



ORCA calculation (wB97M-V/def2-TZVPD) on a 2-piece molecular cluster, C18H31BN3O6 overall in a non-equilibrium geometry.

Calculated values
- E_tot: -1344.88638 a.u.
- E_HOMO (spin up / spin down): -8.18 / -9.15 eV
- LUMO (spin up / spin down): 0.1 / 0.1 eV
- Strongest force on any atom: 0.0496 hartree/bohr
- Orbital gap (spin up / spin down): 8.24 / 9.21 eV
- Spin multiplicity: 2

Atoms and positions in Å:
C -2.56819 5.37721 0.06647
C -4.05065 5.17242 -0.26349
B -4.40361 3.80985 -0.96860
O -4.98336 3.83990 -2.21766
C -4.22273 2.37387 -0.23822
C -3.99516 2.61296 1.16934
N -3.81157 2.74684 2.31143
C -3.15884 1.41496 -0.82721
C -1.88437 2.11445 -0.91368
N -0.86248 2.65199 -1.01126
C -2.94035 0.20382 0.13126
O -1.61170 -0.27517 0.04362
O -1.52373 -1.35375 -0.89661
C -3.62234 0.84777 -2.19380
C -3.13785 1.51620 -3.44988
O -3.90507 1.88421 -4.31398
O -1.78074 1.56829 -3.61931
H -1.94063 5.34398 -0.80522
H -2.44556 6.35396 0.51072
H -2.21088 4.67669 0.80021
H -4.35089 5.96809 -0.92944
H -4.64752 5.29326 0.63436
H -4.35205 4.10112 -2.88693
H -5.18589 1.88684 -0.32705
H -3.05934 0.49006 1.16417
H -3.61406 -0.58896 -0.14803
H -1.11748 -0.94098 -1.66728
H -3.32128 -0.18529 -2.27632
H -4.69461 0.84082 -2.20624
H -1.52193 2.49024 -3.63998
C 1.23656 -2.80840 1.53494
C 2.20377 -1.72835 0.99405
C 2.44185 -1.93671 -0.50094
C 3.33985 -3.13242 -0.81759
C 4.64751 -3.05483 -0.03034
C 4.43279 -2.87952 1.47201
N 3.49532 -1.75322 1.74197
O 4.10749 -0.62700 1.62809
C 3.90997 -4.19083 2.08594
C 5.76928 -2.60610 2.15056
C 1.50812 -0.39138 1.20869
H 0.20536 -2.46746 1.45760
H 1.29169 -3.74775 0.98530
H 1.42564 -3.01482 2.58814
H 2.90247 -1.03579 -0.91868
H 1.47665 -2.05249 -0.99897
H 2.82069 -4.07079 -0.60389
H 3.56028 -3.14735 -1.88674
H 5.23876 -3.95633 -0.20296
H 5.23873 -2.21707 -0.41260
H 3.64126 -4.04626 3.13270
H 4.68883 -4.95181 2.04583
H 3.04937 -4.60613 1.56761
H 6.28491 -1.75277 1.71537
H 6.41614 -3.47526 2.03821
H 5.63499 -2.41760 3.21631
H 1.34751 -0.19717 2.27055
H 0.53846 -0.41229 0.71548
H 2.07058 0.44222 0.79197